## i
This record from the Open Molecules 2025 dataset describes a 2-piece molecular cluster, C6H11N3 overall. The level of theory is ωB97M-V with the def2-TZVPD basis set.

Positions of all 20 atoms, in Å:
C -2.064 -0.724 0.408
C -0.025 1.236 0.176
C -0.524 -2.405 -0.270
C 1.998 0.026 0.858
C -1.250 -1.328 -0.630
C -1.012 1.426 -0.691
N -2.635 -0.495 1.369
N 1.301 0.777 -0.220
N -2.213 2.074 -0.488
H -0.273 1.512 1.213
H -0.845 -3.108 0.475
H 1.233 0.210 -0.987
H 0.301 -2.840 -0.931
H 2.109 -1.007 0.414
H 1.289 0.027 1.647
H 2.991 0.477 0.967
H -1.191 -0.799 -1.566
H -0.742 1.275 -1.719
H -2.318 2.556 0.348
H -2.892 2.152 -1.258

SMILES: CN/C=C/N.C=CC#N
Charge: 0
Gap between HOMO and LUMO (Ha): 0.27845
Highest occupied orbital energy (Ha): -0.2615

***

## ii
This record from the Open Molecules 2025 dataset describes one molecule with the formula C6H11N3. The level of theory is ωB97M-V with the def2-TZVPD basis set.

Positions of all 20 atoms, in Å:
C -1.741 1.427 0.530
C -0.364 0.620 0.121
C 0.939 1.392 -0.151
C 1.123 -1.280 0.702
C -0.277 -0.726 0.734
C -0.781 -0.695 -0.547
H -2.685 0.739 0.502
H -1.845 2.378 0.103
H -1.848 1.662 1.677
H 1.419 1.733 0.779
H 0.625 2.165 -0.808
H 2.865 0.879 -0.853
H 1.587 -2.232 1.145
H -0.922 -1.056 1.615
H 0.024 -0.986 -1.230
H -2.677 -1.870 -0.364
H -2.710 -0.483 -1.492
N 1.986 0.544 -0.649
N 2.073 -0.681 -0.003
N -2.234 -0.913 -0.691

SMILES: C[C@@]12CNN=C[C@@H]1[C@H]2N
Charge: 0
Gap between HOMO and LUMO (Ha): 0.33626
Highest occupied orbital energy (Ha): -0.3002

***

## iii
This record from the Open Molecules 2025 dataset describes one molecule with the formula C6H11N3. The level of theory is ωB97M-V with the def2-TZVPD basis set.

Positions of all 20 atoms, in Å:
C 1.461 1.418 0.592
C 0.308 0.435 1.001
C -0.981 1.000 0.339
C -1.500 -0.417 0.303
C 0.559 -1.195 -0.687
C -0.069 -1.049 0.664
H 2.595 1.417 1.152
H 1.131 2.458 0.815
H 1.604 1.300 -0.586
H 0.034 0.383 2.051
H -1.376 1.672 1.175
H -1.166 1.555 -0.837
H -2.141 -0.335 1.244
H -2.088 -2.006 -0.752
H -0.103 -0.074 -2.273
H 2.067 -1.363 -1.825
H 0.072 -2.074 1.275
N -1.715 -0.984 -0.994
N -0.394 -0.874 -1.674
N 1.702 -1.267 -0.984

SMILES: [H]/N=C1\NN[C@@H]2C[C@H](C)[C@H]12
Charge: 0
Gap between HOMO and LUMO (Ha): 0.35069
Highest occupied orbital energy (Ha): -0.3181

***

## iv
This record from the Open Molecules 2025 dataset describes one molecule with the formula C6H11N3. The level of theory is ωB97M-V with the def2-TZVPD basis set.

Positions of all 20 atoms, in Å:
C 2.244 -0.641 0.186
C 0.883 0.065 0.157
C -0.319 -0.447 -0.280
C -0.750 -1.688 -0.967
C -1.280 1.703 -0.102
C 0.961 1.496 0.858
H 2.996 -0.679 1.094
H 2.071 -1.648 -0.122
H 2.850 -0.191 -0.756
H -0.273 -2.717 -0.495
H -0.783 -1.453 -2.021
H -2.347 -2.171 0.287
H -2.877 -1.168 -0.813
H -2.231 2.342 -0.290
H -0.169 3.017 1.153
H 2.050 1.969 0.851
H 0.867 1.557 2.033
N -2.250 -2.006 -0.750
N -1.500 0.364 -0.328
N -0.143 2.297 0.307

SMILES: CC1=C(CN)N=CNC1
Charge: 0
Gap between HOMO and LUMO (Ha): 0.30767
Highest occupied orbital energy (Ha): -0.2905

***

Bottom line: i, by a margin of 22.9 kJ/mol.

***

## i
This record from the Open Molecules 2025 dataset describes a 2-piece molecular cluster, C8H13NO3 overall. The level of theory is ωB97M-V with the def2-TZVPD basis set.

Positions of all 25 atoms, in Å:
C -0.926 -0.488 -1.364
C -1.417 -0.651 -2.798
C -2.941 -0.752 -3.000
C -3.823 -1.129 -1.826
C 2.304 1.691 1.592
C 2.017 0.518 2.451
C 2.850 -0.681 2.033
C 1.420 -0.618 1.643
H -1.478 0.316 -0.871
H 0.151 -0.220 -1.358
H -1.072 -1.415 -0.804
H -3.480 -2.077 -1.358
H -4.843 -1.285 -2.190
H -3.801 -0.340 -1.056
H 1.547 3.200 2.763
H 2.271 3.613 1.279
H 1.774 0.648 3.504
H 3.581 -0.508 1.243
H 3.150 -1.424 2.782
H 0.709 -1.302 2.075
H 1.207 -0.351 0.622
N 2.276 2.989 2.082
O -0.664 -0.646 -3.763
O -3.413 -0.597 -4.110
O 2.601 1.508 0.424

SMILES: CC(=O)C(C)=O.NC(=O)C1CC1
Charge: 0
Gap between HOMO and LUMO (Ha): 0.34635
Highest occupied orbital energy (Ha): -0.3548

***

## ii
This record from the Open Molecules 2025 dataset describes a 2-piece molecular cluster, C8H13NO3 overall. The level of theory is ωB97M-V with the def2-TZVPD basis set.

Positions of all 25 atoms, in Å:
C 2.520 -0.552 1.505
C 2.605 0.320 0.251
C 2.713 -0.524 -1.031
C 1.405 1.183 0.135
C -1.774 -1.039 -0.002
C -1.388 0.061 1.011
C -1.776 1.084 -0.053
C -2.442 0.023 -0.924
H 3.443 -1.131 1.614
H 2.385 0.049 2.410
H 1.683 -1.251 1.423
H 3.468 0.980 0.310
H 3.583 -1.184 -0.939
H 2.874 0.130 -1.904
H 0.837 -0.797 -1.423
H -2.855 -2.632 -0.122
H -0.891 -1.481 -0.473
H -0.364 0.081 1.396
H -2.085 0.062 1.857
H -3.532 0.027 -0.795
H -2.193 0.027 -1.991
N 0.457 1.798 -0.008
O 1.596 -1.364 -1.212
O -2.614 -2.006 0.573
O -1.572 2.270 -0.194

SMILES: C[C@H](C#N)CO.O=C1CC(O)C1
Charge: 0
Gap between HOMO and LUMO (Ha): 0.35096
Highest occupied orbital energy (Ha): -0.3281

***

Bottom line: i, by a margin of 188.1 kJ/mol.

***

## i
This record from the Open Molecules 2025 dataset describes a 2-piece molecular cluster, CH2NO4 overall. The level of theory is ωB97M-V with the def2-TZVPD basis set.

Positions of all 8 atoms, in Å:
C 0.497 -0.166 -0.825
N -0.487 0.989 1.194
O -0.594 -0.491 -0.193
O 0.909 0.967 -0.855
O 1.116 -1.295 -1.551
O -0.632 0.704 2.406
H -1.474 1.346 0.897
H 0.665 -2.054 -1.072

Charge: -1
Gap between HOMO and LUMO (Ha): 0.29486
Highest occupied orbital energy (Ha): -0.1400

***

## ii
This record from the Open Molecules 2025 dataset describes a 2-piece molecular cluster, CH2NO4 overall. The level of theory is ωB97M-V with the def2-TZVPD basis set.

Positions of all 8 atoms, in Å:
C -1.364 -0.016 0.038
N 0.295 0.454 -0.984
O -1.816 0.814 0.745
O -1.512 -1.186 -0.108
O 1.741 -0.528 0.820
O 1.372 -0.335 -0.692
H 0.444 1.443 -0.875
H 0.839 -0.646 1.057

Charge: -1
Gap between HOMO and LUMO (Ha): 0.31300
Highest occupied orbital energy (Ha): -0.1542

***

Bottom line: i, by a margin of 163.8 kJ/mol.

***

## i
This record from the Open Molecules 2025 dataset describes one molecule with the formula C3H4S. The level of theory is ωB97M-V with the def2-TZVPD basis set.

Positions of all 8 atoms, in Å:
C -1.754 -0.721 -0.018
C -1.247 0.554 0.031
C 0.187 0.823 -0.038
H -2.815 -0.914 -0.029
H -1.173 -1.571 -0.003
H -1.903 1.434 0.094
H 0.332 1.880 -0.061
S 1.403 -0.298 0.009

SMILES: C=CC=S
Charge: 0
Gap between HOMO and LUMO (Ha): 0.28720
Highest occupied orbital energy (Ha): -0.3237

***

## ii
This record from the Open Molecules 2025 dataset describes C3H4S as an isolated structure. The level of theory is ωB97M-V with the def2-TZVPD basis set.

Positions of all 8 atoms, in Å:
C 0.336 -0.588 0.475
C 0.538 -0.761 -1.004
C -0.494 0.743 -0.075
S -0.519 0.438 -1.746
H -0.070 -1.558 0.809
H 1.356 -0.491 0.855
H 0.393 1.228 0.304
H -1.541 0.988 0.382

Charge: 0
Gap between HOMO and LUMO (Ha): 0.27814
Highest occupied orbital energy (Ha): -0.2756

***

Bottom line: i, by a margin of 389.2 kJ/mol.

***

## i
This record from the Open Molecules 2025 dataset describes an isolated ion of composition C4H8NOS and charge +1. The level of theory is ωB97M-V with the def2-TZVPD basis set.

Positions of all 15 atoms, in Å:
C -0.422 -0.916 -0.788
C 0.685 1.091 -0.332
C 1.892 -0.773 0.423
C -1.583 1.305 0.142
N 0.706 -0.207 -0.232
O 1.125 2.171 -0.557
S -2.073 -0.282 0.156
H -0.515 -2.062 -0.705
H -0.568 -0.507 -1.828
H 2.539 -1.150 -0.341
H 1.480 -1.550 1.084
H 2.377 -0.152 1.240
H -1.921 1.821 -0.743
H -1.948 1.857 0.994
H -1.774 -0.645 1.486

Charge: +1
Gap between HOMO and LUMO (Ha): 0.32632
Highest occupied orbital energy (Ha): -0.4807

***

## ii
This record from the Open Molecules 2025 dataset describes an isolated ion of composition C4H8NOS and charge +1. The level of theory is ωB97M-V with the def2-TZVPD basis set.

Positions of all 15 atoms, in Å:
C -0.507 -0.501 0.693
C 0.915 -0.952 1.055
C 2.938 0.005 -0.889
C -1.959 1.123 -0.020
N -0.685 0.552 0.088
O 2.098 1.507 0.926
S 1.701 0.422 0.080
H -1.433 -1.012 1.011
H 1.116 -0.782 2.135
H 1.352 -1.807 0.695
H 2.759 -0.763 -1.659
H 3.682 0.929 -1.001
H -2.770 0.314 0.303
H -2.192 1.280 -1.131
H -1.935 2.205 0.438

Charge: +1
Gap between HOMO and LUMO (alpha / beta) (Ha): 0.30816 / 0.30814
Highest occupied orbital energy (alpha / beta) (Ha): -0.5426 / -0.5426

***

## iii
This record from the Open Molecules 2025 dataset describes a 2-piece molecular cluster, C4H8NOS overall. The level of theory is ωB97M-V with the def2-TZVPD basis set.

Positions of all 15 atoms, in Å:
C 0.343 0.229 -2.365
C -0.929 0.743 -1.648
C 1.009 -0.877 2.496
C -1.197 0.493 -0.473
N -1.638 0.301 0.689
O 0.275 0.064 2.336
S 2.698 -0.822 2.062
H 1.131 0.387 -1.636
H 0.554 0.539 -3.351
H -1.767 1.264 -2.208
H 0.628 -1.699 3.049
H -1.463 0.898 1.482
H -2.183 -0.427 0.962
H 0.208 -0.808 -2.285
H 2.333 -0.287 0.892

Charge: +1
Gap between HOMO and LUMO (Ha): 0.32936
Highest occupied orbital energy (Ha): -0.4963

***

## iv
This record from the Open Molecules 2025 dataset describes an isolated ion of composition C4H8NOS and charge +1. The level of theory is ωB97M-V with the def2-TZVPD basis set.

Positions of all 15 atoms, in Å:
C -0.495 -0.482 0.389
C 0.163 1.726 -0.475
C 0.285 -1.850 -2.044
C 0.347 1.011 1.757
N -0.043 0.813 0.420
O -1.678 -2.539 -0.354
S -0.861 -1.485 -0.906
H -1.100 -0.624 1.238
H 0.664 2.572 -0.064
H -0.065 1.433 -1.499
H 1.185 -1.274 -2.072
H 0.316 -2.545 -2.874
H 0.490 2.074 2.076
H 1.221 0.420 1.927
H -0.427 0.753 2.482

SMILES: C=[N+](C)C=S(=C)=O
Charge: +1
Gap between HOMO and LUMO (alpha / beta) (Ha): 0.26541 / 0.26560
Highest occupied orbital energy (alpha / beta) (Ha): -0.4882 / -0.4880

***

Bottom line: iii, by a margin of 121.7 kJ/mol.